No. 1
Below is 7 unconnected molecules or ions with the total composition C23H56O12S2 in a non-equilibrium geometry, with properties calculated with ωB97M-V with the def2-TZVPD basis set.

Structure (XYZ):
```
93
Properties=species:S:1:pos:R:3
C -4.4898 0.6349 1.1658
C -4.7861 2.1162 0.8420
C -3.5693 2.8801 0.3195
C -2.3561 2.8872 1.2817
C -1.1154 2.3271 0.5831
C 0.1571 2.3509 1.4210
O 0.9374 3.5355 1.1116
C 2.2271 3.1664 0.9599
O 3.0605 3.8376 0.4529
O 2.3821 1.9182 1.4658
C 1.1566 1.2432 1.0130
S 1.3309 0.9641 -0.7709
C 0.9388 -0.0108 1.8407
C 1.4182 -1.3767 1.3269
C 0.2623 -2.3628 1.0594
S -0.5601 -2.3053 -0.4891
O -1.2313 -3.5619 -0.6973
O -1.3647 -1.1174 -0.5858
O 0.6914 -2.2240 -1.4250
H -5.1578 -0.0236 0.6121
H -4.6430 0.4128 2.2236
H -3.4716 0.3841 0.8663
H -5.2468 2.6314 1.6869
H -5.5380 2.1261 0.0484
H -3.8713 3.9048 0.0986
H -3.2712 2.4107 -0.6223
H -2.5855 2.3151 2.1829
H -2.1720 3.9284 1.5585
H -0.9405 2.9125 -0.3177
H -1.3286 1.2845 0.3335
H -0.0159 2.3006 2.4955
H 0.6674 1.9993 -1.2985
H 1.4276 0.2219 2.7902
H -0.1260 -0.0821 2.0664
H 2.1157 -1.3038 0.4943
H 1.9727 -1.8574 2.1356
H -0.5072 -2.1963 1.8136
H 0.6266 -3.3856 1.1561
H 0.3752 -2.2020 -2.3608
C 1.0003 -5.5259 -4.6560
C -0.0144 -4.6167 -3.9973
O 0.5069 -3.2927 -3.8577
H 1.9220 -5.5661 -4.0752
H 0.6113 -6.5393 -4.7642
H 1.2498 -5.1351 -5.6426
H -0.2685 -4.9557 -2.9950
H -0.9368 -4.5793 -4.5857
H 0.7242 -2.9576 -4.7356
C -0.3079 -4.6476 -9.4585
C 0.2115 -4.6210 -8.0343
O 0.5845 -3.3047 -7.6206
H 0.4477 -4.2637 -10.1439
H -0.5722 -5.6618 -9.7596
H -1.1950 -4.0180 -9.5582
H 1.1045 -5.2360 -7.9401
H -0.5442 -5.0084 -7.3422
H -0.1951 -2.7445 -7.6859
C -3.2064 -2.1585 4.7125
C -1.9459 -1.3915 4.3661
O -2.0318 -0.8198 3.0576
H -3.3822 -2.9474 3.9817
H -3.1311 -2.6108 5.7018
H -4.0759 -1.4960 4.6996
H -1.0846 -2.0578 4.3629
H -1.7621 -0.5976 5.0983
H -2.7860 -0.2224 3.0339
C 1.0372 -4.0353 7.2915
C -0.3648 -4.4797 6.9188
O -0.5767 -4.4595 5.5087
H 1.2294 -3.0301 6.9150
H 1.1745 -4.0359 8.3734
H 1.7830 -4.7015 6.8517
H -1.1059 -3.8049 7.3450
H -0.5592 -5.4857 7.3044
H 0.0577 -5.0606 5.1069
C -0.6313 5.8066 -1.9409
C 0.6475 5.0094 -2.1175
O 0.4545 3.8721 -2.9626
H -1.4169 5.1763 -1.5200
H -0.4719 6.6570 -1.2769
H -0.9906 6.1840 -2.9016
H 0.9943 4.6221 -1.1614
H 1.4395 5.6411 -2.5312
H 0.1677 4.1829 -3.8259
C 5.4250 5.7855 0.4290
C 6.4780 6.7625 0.9155
O 5.9027 7.9700 1.4146
H 4.8170 6.2395 -0.3536
H 5.8812 4.8778 0.0338
H 4.7537 5.5014 1.2383
H 7.1394 7.0599 0.1027
H 7.0915 6.3018 1.6982
H 5.3217 7.7354 2.1439
```

Results
SMILES   CCCCC[C@@H]1OC(=O)O[C@@]1(S)CCCS(=O)(=O)O.CCO.CCO.CCO.CCO.CCO.CCO
Kohn-Sham gap   9.600 eV

Atom charges from the Löwdin analysis, given in e for atoms 1 to 6: atom 1 (C): -0.0901, atom 2 (C): -0.2517, atom 3 (C): -0.2135, atom 4 (C): -0.1792, atom 5 (C): -0.1506, atom 6 (C): -0.2293

No. 2
Below is 7 unconnected molecules or ions with the total composition C23H58BrFNO9 in a non-equilibrium geometry, with properties calculated with ωB97M-V with the def2-TZVPD basis set.

Structure (XYZ):
```
93
Properties=species:S:1:pos:R:3
C -3.2265 0.3102 0.6173
O -2.4173 -0.8732 0.6873
C -3.0952 -1.9143 1.3564
C -2.2586 -3.1823 1.4419
C -0.9231 -2.9964 2.1955
C -1.2059 -2.9627 3.7296
C -1.4869 -1.4925 4.1515
N -0.6727 -1.0060 5.3130
F -0.8184 0.3792 5.3494
C 0.7934 -1.2745 5.2313
C 1.4565 -0.8817 3.8940
C 2.4852 0.2565 4.1857
O 3.0625 0.7122 2.9831
C -1.2251 -1.5029 6.6319
C -2.1869 -0.4285 7.2147
O -1.8776 0.3022 8.0205
Br -4.0310 -0.3310 6.5508
H -3.2729 0.6535 -0.4204
H -4.2503 0.1322 0.9630
H -2.7781 1.1125 1.2196
H -3.4348 -1.5406 2.3455
H -4.0201 -2.1615 0.8059
H -2.8840 -3.9862 1.8506
H -2.0076 -3.4790 0.4138
H -0.1942 -3.7663 1.8936
H -0.5265 -2.0319 1.8535
H -2.1396 -3.5157 3.8816
H -0.4452 -3.4742 4.3288
H -2.5389 -1.4162 4.4435
H -1.3509 -0.7646 3.3478
H 0.9731 -2.3156 5.5087
H 1.2504 -0.6725 6.0284
H 0.7650 -0.4688 3.1506
H 1.9543 -1.7628 3.4758
H 3.2430 -0.1859 4.8522
H 1.9316 1.0452 4.7127
H 2.7612 0.1181 2.2846
H -0.4240 -1.5916 7.3684
H -1.7622 -2.4448 6.5030
C -0.1128 2.9261 -0.2400
C -0.7533 2.2663 -1.4453
O -2.0725 2.7682 -1.6432
H -0.7083 2.7450 0.6586
H 0.8971 2.5442 -0.0758
H -0.0586 4.0070 -0.3775
H -0.8253 1.1873 -1.2978
H -0.1637 2.4541 -2.3473
H -2.0011 3.7198 -1.7818
C 3.3700 2.9922 -2.8586
C 2.2620 3.7547 -3.5610
O 1.5377 4.5519 -2.6195
H 2.9553 2.3516 -2.0764
H 3.9253 2.3742 -3.5619
H 4.0653 3.6826 -2.3726
H 1.5572 3.0654 -4.0264
H 2.6708 4.4044 -4.3372
H 2.1618 5.1665 -2.2177
C 1.7548 -0.7930 -4.3838
C 2.9137 -0.3499 -5.2565
O 4.1044 -0.2259 -4.4786
H 1.5903 -0.0760 -3.5772
H 0.8367 -0.8839 -4.9664
H 1.9705 -1.7587 -3.9182
H 2.7050 0.6226 -5.7025
H 3.0912 -1.0679 -6.0632
H 4.2899 -1.0902 -4.0947
C -8.3622 1.0164 0.8102
C -7.3212 2.1150 0.7005
O -6.2027 1.6823 -0.0717
H -7.9299 0.1257 1.2697
H -9.2145 1.3423 1.4087
H -8.7222 0.7252 -0.1793
H -6.9491 2.3889 1.6874
H -7.7497 3.0070 0.2337
H -6.5269 1.4499 -0.9495
C 1.4863 -5.5716 -1.6529
C 0.9080 -4.3117 -1.0392
O 1.2512 -4.2162 0.3469
H 1.1184 -6.4546 -1.1289
H 1.2183 -5.6514 -2.7071
H 2.5758 -5.5778 -1.5683
H -0.1793 -4.3183 -1.1065
H 1.2809 -3.4230 -1.5575
H 2.2136 -4.1989 0.4052
C 6.4593 3.0521 -6.8849
C 5.5362 3.4593 -5.7525
O 4.2157 2.9691 -5.9718
H 6.0862 3.4336 -7.8362
H 7.4688 3.4341 -6.7242
H 6.5072 1.9637 -6.9704
H 5.4738 4.5451 -5.6827
H 5.9047 3.0708 -4.7968
H 4.2681 2.0071 -6.0247
```

Results
Charge   +1
Kohn-Sham gap   8.454 eV

Atom charges from the Löwdin analysis, given in e for atoms 1 to 6: atom 1 (C): -0.0769, atom 2 (O): -0.1934, atom 3 (C): -0.2607, atom 4 (C): -0.1565, atom 5 (C): -0.1762, atom 6 (C): -0.1202

No. 3
Below is 6 unconnected molecules or ions with the total composition C23H60BrN10O9P2S in a non-equilibrium geometry, with properties calculated with ωB97M-V with the def2-TZVPD basis set.

Structure (XYZ):
```
106
Properties=species:S:1:pos:R:3
O -1.0112 2.4655 3.7565
P -0.5398 1.1097 3.9623
O -1.2332 0.1162 2.9305
O -0.8553 0.6010 5.4313
C 1.2921 1.1442 3.6530
N 1.8723 2.3294 3.7583
C 3.1610 2.1326 3.4845
N 4.0465 3.1324 3.4765
P 3.4156 4.7698 3.7931
O 4.7556 5.6389 3.4998
Br 3.1763 4.8295 6.0232
N 3.3928 0.8309 3.2294
N 2.1781 0.2102 3.3367
N 2.0002 -1.1812 3.1138
C 2.1881 -1.3072 1.8744
S 2.4521 -1.3155 0.3812
H -2.1341 -0.0234 3.2582
H -0.1011 0.7811 6.0073
H 5.0199 2.9724 3.2685
H 5.4927 5.0806 3.2324
H 4.2357 0.3244 3.0087
C -2.1301 -3.9438 3.6698
C -1.0059 -3.4668 2.7557
C -1.3917 -3.3760 1.2802
O -1.4499 -4.6075 0.6006
C -2.6665 -5.3250 0.7516
N 0.1643 -4.3296 2.9562
H -2.2877 -5.0190 3.6001
H -1.8880 -3.7242 4.7096
H -3.0714 -3.4433 3.4331
H -0.7350 -2.4531 3.0660
H -0.6001 -2.7978 0.7991
H -2.3218 -2.8142 1.1212
H -3.5240 -4.6517 0.8253
H -2.6318 -5.9814 1.6234
H -2.7908 -5.9524 -0.1303
H 0.9457 -3.9561 2.4235
H -0.0253 -5.2230 2.5098
C 0.9388 -3.7359 -4.0025
C 0.4055 -4.5127 -2.8033
C 0.9781 -5.9323 -2.6815
O 0.4301 -6.8697 -3.5820
C 0.9809 -6.8519 -4.8875
N -1.0583 -4.5121 -2.8405
H 0.4765 -4.0448 -4.9388
H 0.7290 -2.6719 -3.8813
H 2.0188 -3.8510 -4.1035
H 0.7137 -3.9692 -1.9021
H 0.7303 -6.3093 -1.6851
H 2.0747 -5.9261 -2.7568
H 2.0485 -6.6155 -4.8712
H 0.4553 -6.1424 -5.5305
H 0.8508 -7.8465 -5.3119
H -1.3986 -4.9347 -1.9806
H -1.3488 -5.1582 -3.5694
C -2.2477 3.8124 -1.3673
C -1.6701 2.5191 -0.8022
C -2.4147 1.2523 -1.2520
O -3.6471 1.0280 -0.5990
C -4.7501 1.7536 -1.1182
N -1.6126 2.6242 0.6589
H -3.1595 4.1129 -0.8527
H -1.5323 4.6257 -1.2486
H -2.4700 3.7153 -2.4315
H -0.6440 2.4316 -1.1759
H -1.7938 0.3875 -0.9954
H -2.5484 1.2336 -2.3414
H -4.6780 1.8732 -2.2022
H -4.8396 2.7325 -0.6426
H -5.6522 1.1876 -0.8900
H -1.1366 1.8085 1.0280
H -2.5617 2.5300 1.0106
C 4.1772 0.5309 -6.7705
C 4.7458 -0.7809 -6.2394
C 4.0530 -2.0326 -6.7958
O 2.7863 -2.2997 -6.2252
C 1.7087 -1.5608 -6.7738
N 4.7172 -0.7549 -4.7715
H 3.2305 0.7900 -6.2974
H 4.8692 1.3480 -6.5685
H 4.0203 0.4854 -7.8493
H 5.7919 -0.8311 -6.5535
H 4.6717 -2.8986 -6.5454
H 3.9829 -1.9997 -7.8903
H 1.8421 -1.3876 -7.8447
H 1.5784 -0.6064 -6.2578
H 0.8004 -2.1439 -6.6255
H 5.1934 -1.5805 -4.4188
H 3.7494 -0.8868 -4.4889
C -3.0771 5.3643 3.1324
C -2.5584 6.7454 3.5245
C -1.3341 6.7044 4.4504
O -1.6129 6.3817 5.8000
C -1.7690 5.0004 6.0567
N -3.6604 7.5228 4.0984
H -3.6474 4.8982 3.9357
H -3.7440 5.4477 2.2739
H -2.2595 4.6936 2.8581
H -2.2406 7.2457 2.6048
H -0.8976 7.7066 4.4795
H -0.5626 6.0312 4.0504
H -1.1132 4.3986 5.4195
H -2.8065 4.6885 5.9163
H -1.5062 4.8220 7.1005
H -3.3496 8.4766 4.2599
H -3.8403 7.1609 5.0309
```

Results
Charge   +1
Kohn-Sham gap   5.513 eV

Atom charges from the Löwdin analysis, given in e for atoms 1 to 6: atom 1 (O): -0.2233, atom 2 (P): 0.4663, atom 3 (O): -0.1055, atom 4 (O): -0.0685, atom 5 (C): -0.2104, atom 6 (N): 0.1685

No. 4
Below is a molecular structure, C23H61Cu2O22S7 in a non-equilibrium geometry, with properties calculated with ωB97M-V with the def2-TZVPD basis set.

Structure (XYZ):
```
115
Properties=species:S:1:pos:R:3
Cu -1.7987 7.9586 -3.7440
Cu -4.0874 2.7550 -6.4753
C 0.2759 1.4418 -0.6301
C -1.1021 2.0124 -0.8731
O -1.2923 2.8536 -1.9971
H 1.0167 2.1591 -0.2768
H 0.6525 0.9689 -1.5371
H 0.3049 0.6291 0.0957
H -1.2863 2.7159 -0.0611
H -1.8092 1.1921 -0.7493
O 1.2706 -4.3915 4.0286
S 0.5643 -4.6094 5.2842
O -0.5736 -5.5363 5.3633
O 1.7199 -5.0771 6.3498
C 2.9647 -4.4239 6.3811
C 3.1996 -3.9795 7.8422
C 0.0171 -2.9962 6.1051
H 2.9704 -3.5676 5.7067
H 3.7124 -5.1710 6.1149
H 2.3466 -3.4414 8.2557
H 4.0162 -3.2623 7.9248
H 3.3830 -4.7556 8.5853
H 0.8849 -2.3428 6.1945
H -0.4555 -3.2609 7.0510
H -0.7307 -2.6050 5.4153
O 9.9381 0.2736 -0.2618
S 9.6357 -1.1317 -0.6347
O 8.9134 -1.4685 -1.8947
O 11.0136 -1.9363 -0.6967
C 12.0574 -1.6478 0.2620
C 12.8803 -2.8867 0.4713
C 8.7642 -1.9881 0.7270
H 11.7279 -1.3154 1.2463
H 12.6508 -0.8075 -0.0983
H 13.2233 -3.3287 -0.4641
H 12.4085 -3.7497 0.9411
H 13.7690 -2.6200 1.0434
H 7.7863 -1.5455 0.9165
H 9.3801 -2.1051 1.6187
H 8.5330 -2.9826 0.3454
O -6.8199 0.3220 6.6906
S -7.0143 0.8390 8.0243
O -6.1279 0.4336 9.1051
O -7.0868 2.4478 7.9516
C -5.8191 3.1167 7.7160
C -5.4442 3.0643 6.2307
C -8.7534 0.5636 8.5613
H -5.0408 2.6824 8.3435
H -5.9303 4.1490 8.0478
H -4.7860 3.9079 6.0229
H -6.2998 3.2636 5.5855
H -5.0709 2.0877 5.9223
H -9.2675 1.4029 8.0929
H -8.8877 0.4705 9.6389
H -9.0992 -0.3200 8.0249
O 3.1244 2.3794 -10.5909
S 2.7469 1.1635 -9.8989
O 1.5300 1.1375 -9.0458
O 2.6479 -0.1223 -11.0620
C 3.7061 -0.3495 -12.0078
C 3.5875 -1.8742 -12.2651
C 4.2220 0.4931 -8.9100
H 4.7107 -0.0660 -11.6941
H 3.4414 0.1866 -12.9192
H 4.3703 -2.2708 -12.9117
H 2.6492 -2.0324 -12.7969
H 3.5520 -2.5171 -11.3856
H 5.1751 0.4527 -9.4374
H 3.8494 -0.4993 -8.6562
H 4.3464 1.0444 -7.9779
O -2.3041 -3.1529 -6.3237
S -1.8053 -4.4836 -6.5069
O -1.2103 -4.8248 -7.7765
O -0.6384 -4.7549 -5.3242
C 0.4521 -5.6223 -5.5330
C 1.3343 -5.5914 -4.3289
C -2.9708 -5.8261 -6.0289
H 0.9176 -5.2495 -6.4454
H 0.0909 -6.6322 -5.7275
H 2.1294 -6.2975 -4.5683
H 0.8256 -5.7605 -3.3798
H 1.7720 -4.5994 -4.2168
H -2.3485 -6.7180 -6.1021
H -3.8327 -5.6390 -6.6693
H -3.1961 -5.7080 -4.9690
O 1.7973 8.0165 1.5701
S 2.7552 8.2461 2.6912
O 3.1259 9.5779 3.1146
O 2.0744 7.5269 4.0448
C 2.7319 7.6046 5.2784
C 2.0768 6.7100 6.3520
C 4.2478 7.1736 2.5919
H 2.9753 8.5965 5.6589
H 3.7460 7.2068 5.2397
H 1.0850 7.0998 6.5810
H 2.6809 6.3741 7.1948
H 1.9363 5.7261 5.9046
H 4.5661 7.3151 1.5590
H 3.9848 6.1421 2.8264
H 5.0218 7.6362 3.2043
O -10.1536 -1.3043 -2.2893
S -9.5644 -0.0447 -1.7814
O -8.4439 0.5817 -2.5576
O -10.7981 1.1323 -1.7364
C -12.1304 0.6076 -1.7399
C -12.9803 1.6521 -0.9917
C -9.2298 -0.0618 0.0228
H -12.2226 -0.3345 -1.1995
H -12.5795 0.3713 -2.7045
H -12.6801 1.7896 0.0471
H -14.0607 1.5081 -0.9982
H -12.8271 2.6333 -1.4409
H -8.4856 -0.8550 0.0957
H -10.0962 -0.2186 0.6654
H -8.8260 0.8684 0.4224
```

Results
<S²>   2.019
ΔE to the lowest compared entry with this formula, charge and spin   29.6 kJ/mol
Charge   +3
Multiplicity   3
Kohn-Sham gap (spin up / spin down)   3.274 / 1.045 eV

Atom charges from the Löwdin analysis, given in e for atoms 1 to 6: atom 1 (Cu): 0.9987, atom 2 (Cu): 0.9978, atom 3 (C): -0.0905, atom 4 (C): -0.3481, atom 5 (O): -0.0324, atom 6 (H): 0.0766